# C23H43IrN9O3S2Si

A structure of composition C23H43IrN9O3S2Si (ωB97M-V/def2-TZVPD, the Open Molecules 2025 dataset).

⟨S²⟩ = 6.0365
Charge = +1
HOMO level (spin up / spin down) = -9.14 / -10.60 eV
Lowest unoccupied orbital energy (spin up / spin down) = -2.12 / -5.17 eV
Spin multiplicity = 5

```
82
C23H43IrN9O3S2Si, DFT ωB97M-V/def2-TZVPD
Ir -1.629 0.233 1.092
C -1.467 -2.212 6.138
C -2.862 -1.809 5.685
N -2.904 -0.431 5.196
C -2.533 -0.059 3.964
S -2.512 -1.204 2.660
N -2.261 1.249 3.814
N -1.926 1.551 2.585
C -1.763 2.937 2.262
C -1.791 3.992 3.303
C -1.622 3.161 0.903
C -1.501 4.447 0.329
C -1.491 4.586 -1.035
C -1.599 3.452 -1.844
C -1.671 2.201 -1.251
N -1.658 2.039 0.073
H -1.466 -3.245 6.488
H -1.121 -1.576 6.955
H -0.756 -2.131 5.313
H -3.580 -1.883 6.499
H -3.212 -2.461 4.888
H -2.811 0.305 5.883
H -1.865 3.545 4.289
H -2.645 4.659 3.159
H -0.885 4.600 3.257
H -1.431 5.307 0.979
H -1.411 5.568 -1.482
H -1.618 3.525 -2.922
H -1.716 1.301 -1.848
C 2.083 1.731 -2.603
C 1.953 1.294 -1.149
C 1.771 2.505 -0.250
C 3.164 0.477 -0.723
O 0.766 0.502 -0.931
Si 0.101 -0.730 -1.782
S -1.627 -1.286 -0.622
O 1.117 -1.959 -2.023
C 1.407 -3.288 -1.561
C 0.302 -4.221 -2.027
C 2.737 -3.664 -2.194
C 1.524 -3.280 -0.045
O -0.458 -0.139 -3.187
C -0.740 -0.652 -4.507
C 0.526 -1.212 -5.141
C -1.249 0.539 -5.297
C -1.812 -1.725 -4.385
H 2.894 2.456 -2.691
H 1.157 2.195 -2.947
H 2.307 0.887 -3.258
H 2.679 3.109 -0.243
H 1.547 2.189 0.778
H 0.945 3.126 -0.609
H 4.073 1.077 -0.795
H 3.279 -0.402 -1.359
H 3.049 0.144 0.312
H 0.243 -4.226 -3.116
H -0.662 -3.910 -1.620
H 0.502 -5.240 -1.690
H 2.666 -3.614 -3.281
H 3.021 -4.679 -1.910
H 3.521 -2.978 -1.866
H 0.570 -3.006 0.417
H 2.297 -2.567 0.258
H 1.811 -4.271 0.310
H 1.254 -0.418 -5.319
H 0.286 -1.675 -6.100
H 0.983 -1.963 -4.497
H -0.500 1.333 -5.306
H -2.170 0.925 -4.854
H -1.459 0.249 -6.328
H -1.433 -2.592 -3.836
H -2.131 -2.061 -5.373
H -2.681 -1.334 -3.852
N 2.531 0.959 4.862
N 1.860 0.340 3.825
N 2.116 -0.898 3.479
C 1.197 -1.090 2.538
N 0.442 -0.004 2.360
N 0.882 0.917 3.204
H 3.452 0.544 4.923
H 2.542 1.955 4.687
H 1.074 -2.012 1.993
```

Electronic structure analysis, Löwdin charges in units of e:
1. Ir 0.930
2. C -0.074
3. C -0.250
4. N 0.003
5. C -0.726
6. S 0.646
7. N 0.034
8. N -0.243
9. C -0.201
10. C -0.020
11. C -0.237
12. C 0.007
13. C -0.043
14. C -0.027
15. C -0.118
16. N -0.075
17. H 0.082
18. H 0.079
19. H 0.061
20. H 0.121
21. H 0.085
22. H 0.149
23. H 0.070
24. H 0.101
25. H 0.095
26. H 0.119
27. H 0.120
28. H 0.117
29. H 0.075
30. C -0.013
31. C -0.621
32. C -0.019
33. C -0.015
34. O -0.198
35. Si -0.103
36. S 0.337
37. O -0.137
38. C -0.637
39. C -0.025
40. C -0.017
41. C -0.040
42. O -0.168
43. C -0.627
44. C -0.015
45. C -0.025
46. C -0.021
47. H 0.098
48. H 0.083
49. H 0.087
50. H 0.096
51. H 0.070
52. H 0.070
53. H 0.096
54. H 0.079
55. H 0.079
56. H 0.088
57. H 0.065
58. H 0.097
59. H 0.089
60. H 0.096
61. H 0.086
62. H 0.050
63. H 0.084
64. H 0.103
65. H 0.089
66. H 0.097
67. H 0.069
68. H 0.087
69. H 0.088
70. H 0.095
71. H 0.073
72. H 0.097
73. H 0.089
74. N 0.148
75. N -0.278
76. N 0.156
77. C -0.188
78. N -0.066
79. N 0.097
80. H 0.107
81. H 0.104
82. H 0.084